# 1
Density functional theory data (ωB97M-V/def2-TZVPD) for a structure of composition C23H33O22Pd at a distorted geometry.

Geometry as ORCA input:
```
! RIJCOSX wB97M-V def2-TZVPD def2/J DEFGRID3
* xyz 0 4
Pd -10.493 7.682 11.129
C -12.119 7.916 7.564
C -10.687 8.284 7.763
O -10.151 8.100 9.070
H -12.758 7.788 8.437
H -12.245 6.948 7.078
H -12.757 8.542 6.940
H -10.718 9.357 7.573
H -9.975 7.887 7.038
C -9.891 4.458 6.134
C -11.038 4.881 5.205
O -12.024 4.006 5.722
C -11.544 2.918 6.074
O -12.158 1.876 6.052
O -10.211 3.115 6.367
H -9.926 4.932 7.114
H -8.929 4.528 5.625
H -10.847 4.841 4.133
H -11.184 5.951 5.353
C -15.742 7.567 7.128
C -16.223 8.796 6.399
O -17.031 8.312 5.367
C -17.046 7.004 5.393
O -17.592 6.337 4.481
O -16.400 6.550 6.447
H -15.964 7.623 8.194
H -14.667 7.387 7.119
H -15.359 9.273 5.936
H -16.774 9.433 7.091
C -12.760 13.463 7.616
C -13.097 13.566 9.083
O -14.131 12.655 9.100
C -13.894 11.646 8.168
O -14.542 10.590 7.997
O -13.041 12.108 7.284
H -11.703 13.671 7.451
H -13.395 14.222 7.161
H -13.494 14.538 9.377
H -12.272 13.239 9.716
C -8.296 11.393 7.020
C -7.769 11.125 8.419
O -6.558 10.581 8.294
C -6.336 10.391 6.952
O -5.402 9.850 6.452
O -7.265 10.909 6.220
H -8.609 12.416 6.808
H -9.185 10.807 6.787
H -8.381 10.370 8.912
H -7.733 11.972 9.104
C -15.152 4.784 9.347
C -14.202 4.177 8.328
O -12.958 4.710 8.675
C -12.987 5.163 9.939
O -12.037 5.666 10.510
O -14.193 4.852 10.432
H -16.019 4.127 9.417
H -15.400 5.839 9.235
H -14.612 4.453 7.357
H -14.145 3.089 8.373
C -10.437 10.993 4.211
C -11.539 10.022 3.725
O -11.339 9.951 2.330
C -10.150 10.591 1.993
O -9.589 10.596 0.849
O -9.599 11.004 3.102
H -9.875 10.458 4.976
H -10.813 11.964 4.533
H -12.485 10.384 4.127
H -11.363 9.108 4.291
C -15.615 10.049 12.108
C -15.896 9.390 10.764
O -14.723 8.824 10.400
C -13.847 8.864 11.412
O -12.741 8.373 11.311
O -14.302 9.538 12.409
H -16.262 9.621 12.873
H -15.615 11.135 12.011
H -16.042 10.228 10.083
H -16.685 8.640 10.715
*
```

E = -72901.9818 eV



# 2
Density functional theory data (ωB97M-V/def2-TZVPD) for a cluster of 2 separate species, C6H18N3 in total at a distorted geometry.

Geometry as ORCA input:
```
! RIJCOSX wB97M-V def2-TZVPD def2/J DEFGRID3
* xyz 1 1
C -0.222 -1.221 -1.365
C -1.244 -0.094 -1.323
C -0.879 -2.554 -0.964
C 0.350 -1.259 -2.798
H 0.609 -1.052 -0.673
H -1.474 0.379 -0.352
H -2.244 -0.382 -1.645
H -0.592 -2.991 -0.006
H -1.952 -2.409 -0.826
H -0.796 -3.357 -1.688
H 0.898 -2.184 -2.957
H -0.406 -1.117 -3.561
H 0.959 -0.356 -2.896
H -0.983 0.791 -1.904
C 0.888 -0.274 2.510
C 0.596 1.995 1.484
N 1.212 0.837 1.585
N -0.534 2.225 2.130
N 1.121 2.933 0.721
H 1.979 0.585 0.983
H -0.829 1.712 2.940
H -1.193 2.930 1.843
H 1.884 2.691 0.111
H 0.470 3.626 0.381
H 1.344 -0.055 3.477
H 1.208 -1.191 2.038
H -0.171 -0.210 2.756
*
```

ΔE to the lowest compared entry with this formula, charge and spin = 20.63 kcal/mol



# 3
Density functional theory data (ωB97M-V/def2-TZVPD) for a cluster of 2 separate species, C2H2NO2 in total at a distorted geometry.

Geometry as ORCA input:
```
! RIJCOSX wB97M-V def2-TZVPD def2/J DEFGRID3
* xyz 1 1
C 2.076 0.593 -0.124
C -1.195 -0.787 -0.013
N -2.070 -0.008 0.096
O 0.910 0.451 0.208
O 3.192 0.561 -0.524
H -0.083 -1.158 -0.321
H -2.830 0.349 0.679
*
```

ΔE to the lowest compared entry with this formula, charge and spin = 27.76 kcal/mol



# 4
Density functional theory data (ωB97M-V/def2-TZVPD) for the molecule C4H6INO at a distorted geometry.

Geometry as ORCA input:
```
! RIJCOSX wB97M-V def2-TZVPD def2/J DEFGRID3
* xyz 0 1
C -0.641 0.883 -0.799
C -0.057 0.209 0.316
C -1.450 -0.227 -1.232
C 1.369 0.416 0.584
N -2.579 -0.588 -0.537
O -0.332 1.897 -1.322
I -2.905 -2.561 0.041
H -0.615 -0.363 1.007
H -1.136 -0.961 -2.039
H 1.519 0.753 1.530
H 1.554 1.233 -0.135
H 1.894 -0.437 0.419
H -2.645 -0.120 0.293
*
```

ΔE to the lowest compared entry with this formula, charge and spin = 98.32 kcal/mol



# 5
Density functional theory data (ωB97M-V/def2-TZVPD) for a cluster of 2 separate species, C4H11NO2S in total at a distorted geometry.

Geometry as ORCA input:
```
! RIJCOSX wB97M-V def2-TZVPD def2/J DEFGRID3
* xyz -2 1
C -0.160 -0.219 1.145
N -0.884 0.857 0.598
C -1.127 1.970 1.663
O -1.565 2.942 1.023
C 0.337 -1.111 0.019
C 1.740 -0.694 -0.256
S 2.350 -1.287 -1.852
H -0.731 -0.679 1.885
H 0.666 0.219 1.772
H -0.462 1.370 -0.228
H -0.176 2.283 2.326
H -1.859 1.490 2.329
H -0.229 -0.907 -0.963
H 0.236 -2.144 0.257
H 2.376 -1.060 0.537
H 1.952 0.324 -0.246
H -1.113 -0.690 -2.812
H -0.228 -1.500 -3.604
O -1.122 -1.163 -3.593
*
```

ΔE to the lowest compared entry with this formula, charge and spin = 39.29 kcal/mol



# 6
Density functional theory data (ωB97M-V/def2-TZVPD) for the molecule C9H9N5 at a distorted geometry.

Geometry as ORCA input:
```
! RIJCOSX wB97M-V def2-TZVPD def2/J DEFGRID3
* xyz 0 3
C 3.108 -0.521 0.543
C 2.590 0.709 0.893
C 2.330 -1.423 -0.165
C 1.304 0.979 0.561
C 0.945 -1.203 -0.341
C 0.387 0.054 -0.103
C -0.636 -2.890 -0.626
C -1.397 -2.317 0.524
C -2.921 1.587 -0.638
N 0.347 -2.248 -1.045
N -2.380 -1.710 0.061
N -2.868 -0.561 -0.042
N -0.754 0.719 -0.344
N -2.096 0.428 -0.266
H 4.073 -0.734 0.912
H 3.237 1.398 1.260
H 2.631 -2.432 -0.330
H 0.956 1.949 0.658
H -1.031 -3.696 -1.327
H -0.704 -1.979 1.285
H -2.899 1.852 -1.685
H -4.011 1.271 -0.366
H -2.688 2.457 0.038
*
```

E = -16920.6459 eV



no.,molecular weight (u)
1,767.915
2,132.231
3,72.043
4,211.002
5,137.204
6,187.206